{"formula": "C31H47N6OPbSi2Te", "method": "wB97M-V/def2-TZVPD", "species": ["Pb", "C", "C", "C", "C", "C", "C", "N", "C", "C", "C", "C", "C", "C", "N", "N", "C", "C", "C", "C", "C", "N", "H", "H", "H", "H", "H", "H", "H", "H", "H", "H", "H", "H", "H", "C", "Si", "C", "C", "C", "Te", "C", "Si", "C", "C", "C", "H", "H", "H", "H", "H", "H", "H", "H", "H", "H", "H", "H", "H", "H", "H", "H", "H", "H", "H", "H", "H", "H", "C", "N", "C", "C", "C", "N", "C", "C", "O", "H", "H", "H", "H", "H", "H", "H", "H", "H", "H", "H", "H"], "xyz": [[0.37286, -1.05000, -0.13008], [3.81636, 3.74515, 0.36401], [4.24278, 2.80422, 1.33340], [3.79649, 1.48814, 1.27620], [3.07488, 1.03088, 0.14743], [2.68879, 1.95398, -0.82051], [3.00592, 3.32646, -0.70960], [2.76676, -0.33484, 0.06571], [3.71648, -1.21718, 0.53770], [5.11336, -0.94534, 0.56837], [5.99138, -1.80235, 1.23186], [5.49247, -3.02897, 1.69190], [4.19020, -3.39686, 1.54859], [3.25867, -2.48316, 1.05534], [1.88779, -2.64331, 1.04554], [1.44087, -3.64577, 1.74761], [0.14438, -3.90521, 1.72203], [-0.25234, -5.03196, 2.55121], [-1.53943, -5.49106, 2.41749], [-2.45383, -4.76944, 1.59379], [-2.01219, -3.63433, 0.94466], [-0.73653, -3.19545, 1.01098], [4.12252, 4.78173, 0.41868], [4.92296, 3.10176, 2.15431], [4.15721, 0.84539, 2.01132], [2.14440, 1.56396, -1.67115], [2.74609, 4.03340, -1.49810], [5.44759, 0.03837, 0.21267], [7.05277, -1.55557, 1.40759], [6.22549, -3.70877, 2.04054], [3.81711, -4.32464, 1.97673], [0.48175, -5.43400, 3.20613], [-1.82909, -6.43533, 2.89060], [-3.48233, -5.05780, 1.49800], [-2.67350, -3.03006, 0.33511], [-3.89451, 2.88878, -1.93582], [-3.12476, 3.86809, -0.53795], [-2.32835, 5.53741, -1.13447], [-4.31590, 4.26116, 0.89644], [-1.68573, 2.89136, 0.25114], [-1.88125, 0.82225, 1.07089], [-0.64788, 1.09382, 2.89035], [-1.65939, 0.28336, 4.38362], [-3.24871, -0.56711, 3.92942], [-0.54070, -1.08236, 5.19998], [-1.90034, 1.67491, 5.69665], [-4.93798, 3.15869, -2.11072], [-3.92157, 1.83237, -1.69711], [-3.34757, 3.08410, -2.88249], [-3.13787, 6.07083, -1.68991], [-1.44405, 5.47458, -1.75313], [-2.18107, 6.19402, -0.26444], [-5.25555, 4.79482, 0.61145], [-3.85910, 4.91488, 1.62530], [-4.60633, 3.34616, 1.44580], [-1.32431, 3.44696, 1.10160], [-0.79708, 2.79496, -0.38356], [-0.42034, 2.16660, 2.95085], [0.27672, 0.53122, 2.76772], [-3.06958, -1.58860, 3.61278], [-3.86013, -0.02782, 3.19049], [-3.86522, -0.66211, 4.84951], [-0.01048, -0.60659, 5.99188], [0.12554, -1.59684, 4.50937], [-1.19394, -1.86542, 5.62258], [-2.59525, 2.47140, 5.36992], [-0.92319, 2.16683, 5.90731], [-2.18842, 1.29909, 6.69271], [2.42452, -0.71062, -4.40674], [1.05086, -1.01985, -4.75300], [0.84043, -1.47039, -6.11790], [-0.55192, -1.12386, -6.59645], [-1.55424, -1.52949, -5.54183], [-1.23203, -0.94212, -4.26703], [-2.29732, -0.69002, -3.34855], [0.05571, -0.77934, -3.85772], [0.29183, -0.46112, -2.64709], [2.60025, 0.33921, -4.41557], [3.01654, -1.27279, -5.16659], [2.67821, -1.08757, -3.42461], [0.99683, -2.59273, -6.08191], [1.66044, -1.08298, -6.72110], [-0.75161, -1.63669, -7.55047], [-0.63366, -0.05911, -6.90595], [-1.62227, -2.63522, -5.46383], [-2.56342, -1.11446, -5.75585], [-3.08259, -0.13794, -3.83978], [-1.95833, -0.05248, -2.49982], [-2.74301, -1.60431, -2.99243]], "forces_ev_per_angstrom": [[1.1, 0.1, -1.1], [-0.3, -0.7, -0.2], [-0.4, 0.5, -0.2], [0.0, 2.0, -1.6], [0.5, 0.3, 0.8], [-0.2, 0.5, 0.0], [0.8, -0.7, 0.8], [0.3, -0.7, 0.4], [-1.4, 0.4, -0.6], [1.0, 0.3, 0.8], [-0.9, 1.1, -0.9], [0.3, -0.3, -0.4], [-0.1, -0.5, 1.2], [-0.7, 1.1, -0.9], [0.3, -1.9, 1.7], [3.7, 1.7, -0.9], [-3.2, -1.4, 1.2], [-0.4, 1.6, -1.7], [-0.5, 0.1, -0.4], [0.9, -0.1, 0.4], [0.5, 0.0, 0.4], [-0.2, -0.4, -0.1], [0.1, 0.0, 0.1], [-0.6, -0.1, -0.6], [0.2, -1.2, 1.1], [-0.1, 0.1, -0.2], [-0.1, -0.2, 0.3], [-0.1, -0.7, 0.0], [-0.7, -0.1, -0.4], [0.3, -0.8, 0.6], [0.2, 0.0, -0.3], [0.4, -0.5, 0.2], [-0.1, 0.6, 0.0], [-0.2, -0.2, 0.0], [-0.1, 0.0, 0.1], [0.0, 0.5, -0.4], [0.4, 0.8, 0.5], [-1.8, -0.2, 0.4], [-0.8, -0.2, -0.5], [0.6, -1.0, -0.3], [-0.2, 1.7, 0.3], [-1.2, -0.7, 0.1], [1.4, 0.4, 1.1], [-0.8, 0.4, 0.3], [-1.5, 0.2, -1.0], [0.6, 0.0, -0.2], [0.0, 0.2, 0.0], [0.2, -0.4, -0.1], [-0.2, -0.4, 0.5], [0.6, -0.4, 0.0], [0.2, -0.1, -0.1], [0.4, -0.3, -0.1], [0.7, -0.5, -0.1], [0.4, 0.2, 0.2], [0.1, 0.3, -0.3], [0.0, 0.2, 0.5], [-0.3, 0.2, -0.2], [-0.2, -0.4, 0.1], [0.1, 0.1, -0.1], [0.1, -0.2, -0.4], [0.2, -0.3, 0.2], [0.4, 0.2, -0.4], [0.7, 0.1, 0.6], [0.2, 0.2, 0.0], [0.2, 0.4, 0.0], [0.2, -0.4, 0.2], [-0.5, -0.3, -0.4], [-0.3, 0.0, -0.5], [0.1, -1.6, -0.4], [-0.5, 0.8, 0.8], [0.0, -1.5, 0.4], [0.2, 0.3, -1.3], [-1.1, 0.2, -0.3], [1.2, 0.2, 0.2], [-0.1, 0.8, 0.9], [0.2, -0.3, 0.9], [0.3, 0.0, -1.4], [0.3, 0.9, -0.2], [0.0, 0.8, 0.8], [0.0, -0.1, 0.2], [-0.3, 1.0, -0.4], [-0.3, 0.2, -0.2], [0.0, -0.2, 0.4], [0.1, -0.4, 0.7], [0.0, 0.5, -0.1], [0.5, -0.6, -0.3], [-0.3, 0.2, -0.4], [-0.1, -0.7, -0.7], [-0.1, -0.5, 0.4]], "lowdin_charge": [1.321, -0.092, -0.071, -0.059, -0.335, -0.045, -0.077, -0.077, -0.233, -0.022, -0.038, -0.094, -0.025, -0.221, -0.034, 0.067, -0.374, 0.024, -0.040, -0.047, -0.142, -0.015, 0.094, 0.114, 0.090, 0.088, 0.101, 0.121, 0.123, 0.095, 0.113, 0.105, 0.119, 0.101, 0.107, -0.188, 0.470, -0.174, -0.186, -0.525, 1.076, -0.506, 0.477, -0.241, -0.167, -0.193, 0.034, 0.006, 0.046, 0.039, 0.018, 0.029, 0.046, 0.020, 0.026, -0.006, -0.008, 0.011, -0.029, 0.018, -0.009, 0.052, 0.009, 0.011, 0.035, 0.030, 0.035, 0.032, -0.016, -0.089, -0.159, -0.152, -0.155, -0.098, -0.040, -0.435, -0.227, 0.088, 0.106, 0.084, 0.149, 0.121, 0.125, 0.133, 0.141, 0.134, 0.087, 0.082, 0.092], "total_charge": 1, "total_energy_ha": -2652.886997, "e_lumo_ha": [-0.1521, -0.1521], "fmax_ev_per_a": 4.18}

{"formula": "C14H26CaN2OS2", "method": "wB97M-V/def2-TZVPD", "species": ["Ca", "S", "S", "C", "C", "C", "N", "C", "C", "H", "H", "H", "H", "H", "H", "H", "H", "C", "H", "H", "H", "H", "H", "H", "H", "C", "C", "H", "H", "H", "H", "O", "C", "C", "C", "C", "C", "C", "N", "H", "H", "H", "H", "H", "H", "H"], "xyz": [[-0.09783, -0.97193, 0.21980], [2.20614, 0.40105, 1.36905], [-0.93463, 0.44592, -2.21864], [2.79246, 2.07052, 0.92584], [3.38671, -0.59795, 0.39032], [3.21750, -0.43714, -1.10532], [1.86281, -0.85195, -1.52622], [1.62677, -0.41567, -2.92003], [0.16233, -0.53673, -3.28586], [3.20535, -1.64292, 0.69143], [4.38679, -0.27542, 0.70343], [3.95617, -1.06821, -1.61418], [3.39897, 0.59624, -1.42380], [2.21126, -1.04846, -3.60235], [1.98095, 0.61434, -3.04777], [-0.17709, -1.57751, -3.17718], [-0.01416, -0.18949, -4.30947], [-0.42648, 2.12930, -2.70652], [1.84590, -1.87863, -1.53799], [0.63837, 2.27896, -2.50842], [-0.99277, 2.85927, -2.11754], [-0.64407, 2.31264, -3.76613], [2.16680, 2.81972, 1.42603], [2.72865, 2.23646, -0.15387], [3.82710, 2.22116, 1.26048], [-0.36414, -4.55833, 0.38024], [-1.33544, -4.10840, 1.21967], [0.61462, -4.84625, 0.78490], [-0.60824, -4.83813, -0.65179], [-1.11413, -3.97837, 2.29395], [-2.38187, -4.06165, 0.87409], [-1.80569, -1.43006, 1.48002], [-2.94765, -0.65848, 1.89955], [-2.61471, 0.81206, 1.80702], [-3.47659, 1.73475, 2.41450], [-3.18284, 3.09535, 2.37015], [-2.02835, 3.46852, 1.67465], [-1.22703, 2.48877, 1.07798], [-1.48769, 1.16561, 1.17469], [-1.93462, -2.40765, 1.61072], [-3.79621, -0.89532, 1.23851], [-3.18735, -0.92565, 2.93847], [-4.34535, 1.34881, 2.92184], [-3.83813, 3.84149, 2.82966], [-1.76299, 4.52563, 1.59097], [-0.33610, 2.77849, 0.51768]], "forces_ev_per_angstrom": [[0.6, 1.8, -0.5], [0.4, 0.1, 0.0], [-0.1, 0.2, -0.3], [-0.2, 0.3, -0.1], [-0.1, 0.3, 0.3], [0.1, -0.5, 0.1], [-0.1, -0.1, 0.0], [-0.1, -0.4, -0.2], [-0.2, 0.2, 0.0], [0.3, 0.3, 0.0], [-0.1, -0.4, 0.0], [0.1, 0.2, 0.1], [-0.2, -0.3, 0.1], [0.0, 0.2, 0.0], [-0.1, -0.3, 0.2], [0.0, 0.2, -0.3], [0.1, -0.4, 0.1], [0.1, 0.2, 0.2], [0.4, 0.2, -0.2], [-0.2, 0.0, -0.1], [0.0, -0.3, -0.1], [0.0, -0.3, 0.3], [0.1, -0.3, 0.0], [0.0, 0.0, 0.2], [-0.3, -0.3, 0.0], [-1.0, 0.1, 0.9], [1.0, -1.1, -0.7], [-0.3, 0.4, -0.3], [0.2, 0.2, 0.4], [-0.2, -0.1, -0.6], [0.5, 0.1, 0.2], [-0.6, -1.0, 0.4], [-0.2, 0.0, 0.1], [0.2, 0.5, 0.3], [0.4, -0.1, -0.2], [0.2, -0.5, -0.4], [0.2, 0.0, -0.2], [-0.4, 0.1, 0.5], [-0.1, 0.0, -0.3], [-0.3, 1.4, 0.1], [0.2, 0.0, 0.3], [-0.1, 0.1, -0.3], [-0.2, 0.1, 0.1], [0.3, -0.3, -0.1], [0.0, -0.4, 0.0], [-0.2, -0.2, 0.2]], "lowdin_charge": [1.270, 0.767, 0.771, -0.341, -0.447, -0.275, -0.184, -0.274, -0.456, 0.085, 0.099, 0.139, 0.115, 0.140, 0.116, 0.084, 0.098, -0.335, 0.118, 0.035, 0.043, 0.064, 0.045, 0.035, 0.064, -0.022, -0.093, 0.075, 0.074, 0.096, 0.095, -0.311, -0.122, -0.256, 0.007, -0.010, -0.029, -0.122, 0.027, 0.028, 0.150, 0.149, 0.127, 0.133, 0.123, 0.102], "total_charge": 2, "total_energy_ha": -2207.321876, "e_lumo_ha": -0.2235, "fmax_ev_per_a": 1.92}